Molecular formula: C4H11N2
Method: DFT, the ωB97M-V functional and the def2-TZVPD basis

```
! wB97M-V def2-TZVPD RIJCOSX def2/J DEFGRID3
* xyz 1 1
C 0.015 -0.794 -2.175
C 0.768 0.243 -1.339
C -0.056 0.725 -0.156
C 0.595 0.868 1.125
N 0.047 1.438 2.193
N -1.269 1.065 -0.360
H -0.073 -1.733 -1.631
H -0.992 -0.428 -2.364
H 0.527 -0.980 -3.109
H 1.718 -0.141 -0.978
H 0.983 1.129 -1.947
H 1.641 0.570 1.234
H -0.290 0.852 2.960
H -0.488 -13.316 3.204
H -0.611 2.181 1.968
H -1.766 1.321 0.502
H -0.411 -12.999 2.541
*
```

## Properties
M	87.15	g/mol
Kohn-Sham gap	7.8	eV
energy above the lowest of the compared OMol25 structures with the same formula, charge and spin	104.7	kcal per mole

Here are the Löwdin charges for atoms 1 to 4, given in e: -0.08 -0.19 -0.32 0.07

***

Molecular formula: C4H11N2
Method: DFT, the ωB97M-V functional and the def2-TZVPD basis

```
! wB97M-V def2-TZVPD RIJCOSX def2/J DEFGRID3
* xyz 1 1
C -2.239 1.659 0.068
C -2.159 1.020 -1.071
C 0.734 -1.583 0.252
C 0.869 -0.113 -0.077
N 1.763 0.311 -0.901
N 1.421 -1.354 1.478
H -1.865 1.183 1.016
H -2.845 2.532 0.243
H -1.658 0.063 -1.075
H -0.279 -1.848 0.447
H 1.127 -2.416 -0.444
H 0.261 0.570 0.610
H 2.223 -0.228 -1.560
H 2.028 1.335 -1.146
H -2.465 1.365 -2.086
H 0.869 -1.297 2.343
H 2.331 -1.781 1.645
*
```

## Properties
M	87.15	g/mol
Kohn-Sham gap	9.8	eV
energy above the lowest of the compared OMol25 structures with the same formula, charge and spin	73.4	kcal per mole

Here are the Löwdin charges for atoms 1 to 4, given in e: -0.08 -0.08 -0.20 -0.09

***

Molecular formula: C4H11N2
Method: DFT, the ωB97M-V functional and the def2-TZVPD basis

```
! wB97M-V def2-TZVPD RIJCOSX def2/J DEFGRID3
* xyz 1 1
C 0.787 0.982 0.173
C 1.701 -0.213 0.010
C 0.299 -0.704 -0.130
C -0.079 -1.186 -1.544
N -0.403 -1.055 0.904
N -1.835 1.421 0.774
H 0.652 1.137 1.224
H 0.822 1.786 -0.549
H 2.277 -0.419 0.907
H 2.377 -0.150 -0.829
H -0.807 -0.524 -2.016
H 0.837 -1.220 -2.123
H -1.742 1.635 1.765
H 0.174 -1.419 1.676
H -1.724 0.424 0.638
H -2.799 1.669 0.557
H -0.536 -2.165 -1.437
*
```

## Properties
M	87.15	g/mol
Kohn-Sham gap	7.0	eV
energy above the lowest of the compared OMol25 structures with the same formula, charge and spin	131.5	kcal per mole

Here are the Löwdin charges for atoms 1 to 4, given in e: 0.18 -0.08 -0.48 0.04